45
Properties=species:S:1:pos:R:3:nbo_charge:R:1 method="wB97M-V/def2-TZVPD" total_energy_ev=-76945.2179 multiplicity=1 total_charge=+2
C -3.13 -1.07 0.73 -0.25
O -3.09 -0.78 -0.64 -0.57
C -2.67 -1.88 -1.46 -0.07
C -1.69 -1.38 -2.52 -0.42
C -0.26 -1.90 -2.39 -0.40
C 0.34 -1.67 -1.00 -0.40
C 0.90 -0.23 -0.83 -0.44
C 0.09 0.61 0.19 -0.21
C -0.79 1.63 -0.59 -0.69
S 0.18 2.82 -1.47 2.32
O 0.51 2.43 -2.79 -0.80
O -0.36 4.18 -1.32 -1.01
O 1.63 2.86 -0.60 -0.71
C 1.27 2.78 0.79 -0.15
C 0.93 1.38 1.27 -0.23
C 2.19 0.70 1.83 -0.43
C 1.93 -0.51 2.74 -0.17
C 1.77 -1.84 2.03 -0.63
Cl 3.37 -0.60 3.82 -0.04
H -3.26 -0.13 1.27 0.18
H -2.21 -1.56 1.08 0.15
H -3.98 -1.71 0.99 0.20
H -3.54 -2.30 -1.95 0.20
H -2.25 -2.67 -0.83 0.18
H -2.07 -1.67 -3.50 0.24
H -1.70 -0.29 -2.49 0.18
H -0.25 -2.97 -2.60 0.23
H 0.38 -1.43 -3.13 0.21
H -0.39 -1.88 -0.22 0.20
H 1.15 -2.38 -0.86 0.23
H 1.96 -0.24 -0.60 0.23
H 0.80 0.22 -1.81 0.22
H -0.64 0.02 0.73 0.27
H -1.54 2.12 0.01 0.27
H -1.27 1.09 -1.41 0.32
H 2.06 3.17 1.45 0.22
H 0.35 3.39 1.00 0.10
H 0.28 1.53 2.14 0.23
H 2.92 0.45 1.06 0.23
H 2.67 1.43 2.47 0.22
H 1.10 -0.29 3.41 0.21
H 2.36 -1.85 1.12 0.21
H 0.72 -2.01 1.79 0.21
H 2.08 -2.66 2.67 0.26
Yb 1.13 5.14 0.41 1.87

14
Properties=species:S:1:pos:R:3:nbo_charge:R:1 method="wB97M-V/def2-TZVPD" smiles=CNCSC e_above_lowest_ev=0.633 multiplicity=1
C -0.03 -1.73 -1.09 -0.42
N -0.70 -0.50 -0.85 -0.65
C 0.19 0.63 -0.65 -0.35
S 1.28 0.56 0.81 0.18
C 0.15 1.28 2.03 -0.75
H 0.62 -1.71 -1.99 0.16
H -0.75 -2.51 -1.37 0.20
H 0.53 -2.12 -0.24 0.21
H -1.50 -0.34 -1.40 0.37
H 0.83 0.75 -1.54 0.18
H -0.47 1.50 -0.58 0.21
H -0.77 0.71 1.93 0.23
H 0.57 1.13 3.02 0.23
H 0.04 2.36 1.92 0.21